# 1
A cluster of 4 separate species, C21H31Cl9N2OS in total at a distorted geometry, computed with the ωB97M-V functional and the def2-TZVPD basis.

The geometry in ORCA input format:
```
! wB97M-V def2-TZVPD RIJCOSX def2/J DEFGRID3
* xyz 0 1
C -2.685 -1.073 -2.467
C -1.066 -0.721 -2.574
C -0.089 -2.032 -2.468
O 0.645 -2.166 -1.200
C 1.536 -1.024 -0.943
C 2.754 -0.762 -2.047
C 3.807 0.493 -1.924
N 4.954 0.882 -2.844
S 5.543 2.363 -2.048
N 4.532 2.610 -0.603
C 3.524 1.447 -0.608
C 2.317 1.231 0.529
C 2.138 2.297 1.767
C 1.125 3.483 1.222
C -0.242 3.662 2.121
Cl 0.534 3.182 -0.546
C 1.270 -0.064 0.370
C 0.099 -0.270 1.498
Cl -1.537 -0.843 0.841
C 0.654 -1.382 2.615
C 0.069 -1.064 4.149
Cl 2.510 -1.407 2.761
H -3.160 -1.334 -3.508
H -3.187 -0.116 -1.963
H -2.827 -1.947 -1.692
H -0.888 -0.220 -3.643
H -0.866 0.119 -1.784
H -0.806 -2.985 -2.534
H 0.613 -2.058 -3.431
H 2.859 -1.498 -2.951
H 1.703 1.755 2.737
H 3.204 2.678 2.064
H 1.784 4.465 1.154
H -1.190 3.686 1.396
H -0.439 2.769 2.874
H -0.216 4.714 2.644
H -0.126 0.712 2.138
H 0.285 -2.485 2.367
H 0.684 -1.644 4.982
H 0.025 0.082 4.392
H -1.050 -1.462 4.264
Cl -3.742 0.694 -4.750
C -4.922 0.585 -6.079
C -6.357 0.599 -5.577
Cl -6.772 -0.886 -4.684
H -4.705 -0.321 -6.654
H -4.748 1.449 -6.728
H -7.047 0.661 -6.423
H -6.546 1.454 -4.920
Cl 8.651 -0.547 2.611
C 7.471 -0.656 1.282
C 6.036 -0.642 1.784
Cl 5.622 -2.127 2.677
H 7.688 -1.562 0.707
H 7.645 0.208 0.633
H 5.346 -0.580 0.938
H 5.848 0.213 2.441
Cl -3.609 -2.207 4.841
C -4.990 -2.111 3.720
C -4.711 -1.190 2.542
Cl -4.604 0.519 3.036
H -5.867 -1.786 4.287
H -5.176 -3.127 3.359
H -5.526 -1.258 1.816
H -3.779 -1.455 2.035
*
```

Summary:
HOMO energy = -8.20 eV
Electronic energy = -150831.6434 eV
Kohn-Sham gap = 0.2389 Eh
Strongest force on any atom = 7.106 eV Å⁻¹
LUMO = -1.694 eV
Structure (SMILES) = CCCOc1cc2nsnc2c(C[C@H](C)Cl)c1[C@@H](Cl)[C@H](C)Cl.ClCCCl.ClCCCl.ClCCCl

natural (NBO) atomic charge list, values in e, 6 entries:
1. C -0.6459
2. C -0.4581
3. C -0.0757
4. O -0.5519
5. C 0.3395
6. C -0.2866



# 2
An isolated molecule of C28H47NO4S, computed with the ωB97M-V functional and the def2-TZVPD basis.

The geometry in ORCA input format:
```
! wB97M-V def2-TZVPD RIJCOSX def2/J DEFGRID3
* xyz 0 1
C 3.572 4.338 0.398
C 3.295 3.106 0.792
C 2.455 2.094 0.047
C 1.439 2.785 -0.870
H 0.777 2.048 -1.314
H 1.946 3.305 -1.679
H 0.842 3.498 -0.306
C 1.730 1.252 1.110
H 2.442 0.892 1.851
H 1.065 1.942 1.640
C 0.838 0.048 0.758
H 0.407 -0.215 1.735
C 1.399 -1.280 0.171
C 2.832 -1.621 0.611
C 3.264 -1.505 2.048
O 2.589 -1.286 3.020
C 4.758 -1.787 2.052
H 4.970 -2.659 2.673
H 5.285 -0.944 2.502
C 5.129 -1.982 0.581
H 6.155 -1.703 0.363
H 5.018 -3.035 0.310
C 4.073 -1.153 -0.189
C 3.915 -1.576 -1.659
H 4.106 -0.725 -2.313
H 4.660 -2.335 -1.910
C 2.522 -2.147 -1.964
H 2.405 -2.193 -3.049
H 2.458 -3.175 -1.600
C 1.342 -1.347 -1.389
H 1.387 -0.328 -1.776
C 0.045 -1.933 -1.955
H -0.828 -1.427 -1.557
H -0.043 -2.996 -1.753
H 0.042 -1.800 -3.036
C 4.394 0.363 -0.038
H 4.295 0.609 1.021
C 5.840 0.692 -0.427
H 6.054 0.373 -1.443
H 6.005 1.765 -0.365
H 6.550 0.228 0.251
C 3.412 1.260 -0.846
H 2.793 0.627 -1.473
O 4.056 2.094 -1.782
H 4.412 2.863 -1.317
H 2.869 -2.715 0.488
C 0.513 -2.386 0.783
H -0.540 -2.177 0.621
H 0.740 -3.356 0.350
H 0.689 -2.441 1.855
O -0.259 0.449 -0.078
C -1.358 0.901 0.510
O -1.494 1.072 1.697
C -2.462 1.092 -0.496
H -2.071 1.265 -1.495
H -3.156 1.874 -0.197
S -3.356 -0.504 -0.565
C -4.160 -0.514 1.067
C -5.374 0.407 1.125
N -6.315 0.108 0.074
C -7.091 1.230 -0.400
C -8.020 1.878 0.636
H -8.589 2.679 0.171
H -7.447 2.295 1.460
H -8.719 1.149 1.038
H -6.392 1.985 -0.774
H -7.682 0.880 -1.249
C -7.054 -1.133 0.232
C -6.770 -2.078 -0.934
H -7.095 -1.628 -1.868
H -5.703 -2.271 -1.008
H -7.296 -3.020 -0.796
H -6.769 -1.618 1.171
H -8.133 -0.940 0.282
H -5.042 1.441 1.001
H -5.809 0.319 2.138
H -4.445 -1.553 1.223
H -3.418 -0.227 1.812
H 3.734 2.746 1.714
H 3.163 4.777 -0.496
H 4.212 4.980 0.982
*
```

Summary:
HOMO energy = -8.07 eV
Electronic energy = -50313.9875 eV
Kohn-Sham gap = 0.3231 Eh
Energy relative to the best compared isomer or geometry (same formula, charge and spin) = 13.2 kJ/mol
Strongest force on any atom = 0.833 eV Å⁻¹
LUMO = 0.726 eV
Structure (SMILES) = C=C[C@]1(C)C[C@@H](OC(=O)CSCCN(CC)CC)[C@@]2(C)[C@H](C)CC[C@@]3(CCC(=O)[C@H]32)[C@@H](C)[C@@H]1O

natural (NBO) atomic charge list, values in e, 6 entries:
1. C -0.4208
2. C -0.1594
3. C -0.1012
4. C -0.6242
5. H 0.2223
6. H 0.2219



# 3
A structure of composition C7H20N4 at a distorted geometry, computed with the ωB97M-V functional and the def2-TZVPD basis.

The geometry in ORCA input format:
```
! wB97M-V def2-TZVPD RIJCOSX def2/J DEFGRID3
* xyz 2 1
C 1.081 -2.471 0.498
C 1.240 -1.181 0.655
C 0.699 -0.560 -1.688
C -1.103 0.323 1.754
C 1.500 1.146 0.033
C 0.728 -0.115 -0.205
C -1.066 0.417 0.259
N -1.345 1.641 -0.411
N -1.998 -0.535 -0.354
N 2.992 0.933 -0.131
N -3.339 -0.126 -0.538
H 1.428 -3.233 1.302
H 0.343 -2.984 -0.034
H 2.002 -0.874 1.372
H 0.557 0.292 -2.277
H 1.691 -0.992 -1.799
H -0.069 -1.264 -1.763
H -0.398 0.871 2.254
H -1.931 0.494 2.365
H -0.893 -0.636 2.071
H 1.287 1.951 -0.560
H 1.491 1.512 1.057
H -0.795 1.813 -1.197
H -1.365 2.471 0.198
H -1.761 -1.479 -0.130
H 3.483 1.878 0.013
H 3.201 0.751 -1.167
H 3.240 0.177 0.577
H -3.448 0.894 -0.629
H -3.988 -0.789 0.049
H -3.464 -0.324 -1.575
*
```

Summary:
HOMO energy = -16.07 eV
Electronic energy = -13523.7344 eV
Kohn-Sham gap = 0.3612 Eh
Energy relative to the best compared isomer or geometry (same formula, charge and spin) = 390.4 kJ/mol
Strongest force on any atom = 4.351 eV Å⁻¹
LUMO = -6.243 eV

natural (NBO) atomic charge list, values in e, 6 entries:
1. C -0.3197
2. C -0.2702
3. C -0.6168
4. C -0.7035
5. C -0.2290
6. C -0.0501



# 4
A structure of composition C3H11I2N2O4PSTa at a distorted geometry, computed with the ωB97M-V functional and the def2-TZVPD basis.

The geometry in ORCA input format:
```
! wB97M-V def2-TZVPD RIJCOSX def2/J DEFGRID3
* xyz -1 1
N 2.810 1.555 -0.814
P 1.566 1.485 0.203
O 0.407 2.523 -0.407
O 2.130 2.181 1.631
Ta 0.800 -0.993 0.466
S 0.270 -1.247 -2.007
I 1.516 -0.777 3.272
C -1.354 -0.428 0.999
C -2.076 0.534 0.016
C -3.597 0.296 -0.119
I -4.121 -1.662 -0.871
O 2.803 -1.673 0.078
N 2.796 -2.300 -1.126
O 3.791 -2.065 -1.729
H 3.039 0.628 -1.166
H 0.740 2.950 -1.195
H 3.072 2.049 1.578
H 0.354 -2.748 0.849
H 0.090 -2.600 -2.132
H -1.365 -0.005 2.015
H -1.958 -1.351 1.067
H -1.651 0.573 -0.990
H -1.972 1.551 0.424
H -4.120 0.510 0.817
H -3.971 1.014 -0.858
*
```

Summary:
HOMO energy = -5.47 eV
Electronic energy = -52336.9224 eV
Kohn-Sham gap = 0.2454 Eh
Energy relative to the best compared isomer or geometry (same formula, charge and spin) = 104.1 kJ/mol
Strongest force on any atom = 2.355 eV Å⁻¹
LUMO = 1.205 eV

natural (NBO) atomic charge list, values in e, 6 entries:
1. N -1.3299
2. P 1.5149
3. O -1.0038
4. O -0.9905
5. Ta 1.5757
6. S -0.4811



# 5
A cluster of 2 separate species, C5H11NO in total at a distorted geometry, computed with the ωB97M-V functional and the def2-TZVPD basis.

The geometry in ORCA input format:
```
! wB97M-V def2-TZVPD RIJCOSX def2/J DEFGRID3
* xyz 0 1
C -0.895 -0.708 -0.797
C -0.293 1.314 1.152
C 0.563 0.554 1.906
C 1.614 -0.880 -0.179
C 0.332 0.184 -0.576
N -2.067 0.025 -1.227
O 0.653 1.028 -1.402
H -2.443 -0.365 -2.075
H -1.923 1.008 -1.444
H -0.609 -1.484 -1.517
H -1.123 -1.218 0.143
H -1.361 1.198 1.271
H 0.020 2.294 0.814
H 0.219 -0.331 2.430
H 1.605 0.817 2.028
H 1.525 -1.581 -1.009
H 1.608 -1.478 0.730
H 2.575 -0.376 -0.249
*
```

Summary:
HOMO energy = -8.93 eV
Electronic energy = -8897.9379 eV
Kohn-Sham gap = 0.3413 Eh
Energy relative to the best compared isomer or geometry (same formula, charge and spin) = 362.7 kJ/mol
Strongest force on any atom = 5.699 eV Å⁻¹
LUMO = 0.357 eV
Structure (SMILES) = CC(=O)CN.C=C

natural (NBO) atomic charge list, values in e, 6 entries:
1. C -0.3115
2. C -0.4349
3. C -0.2746
4. C -0.7097
5. C 0.5746
6. N -0.8521



# 6
A structure of composition C6H28BN12O6Pd at a distorted geometry, computed with the ωB97M-V functional and the def2-TZVPD basis.

The geometry in ORCA input format:
```
! wB97M-V def2-TZVPD RIJCOSX def2/J DEFGRID3
* xyz 1 3
Pd 13.098 3.885 -27.748
B 14.286 3.749 -25.664
H 15.284 4.317 -25.393
H 13.401 4.504 -25.806
H 14.458 3.092 -26.621
H 13.963 2.966 -24.821
C 11.418 4.452 -30.596
O 11.894 3.913 -29.605
N 10.278 5.202 -30.498
N 11.996 4.403 -31.820
H 9.933 5.629 -31.336
H 9.906 5.368 -29.582
H 12.903 3.973 -31.873
H 11.552 4.726 -32.658
C 15.569 3.786 -30.103
O 14.719 3.530 -29.270
N 16.643 4.605 -29.906
N 15.591 3.113 -31.294
H 17.346 4.536 -30.620
H 16.876 5.037 -29.032
H 14.997 2.312 -31.395
H 16.181 3.411 -32.049
C 15.195 6.807 -27.407
O 14.483 5.926 -27.879
N 15.654 7.806 -28.232
N 15.592 6.855 -26.112
H 15.348 7.708 -29.184
H 16.094 8.649 -27.915
H 16.408 7.404 -25.908
H 15.377 5.991 -25.622
C 11.149 6.908 -27.530
O 11.773 5.883 -27.333
N 9.793 6.980 -27.330
N 11.680 8.020 -28.117
H 9.294 7.845 -27.433
H 9.298 6.178 -26.988
H 11.094 8.836 -28.129
H 12.668 8.094 -28.273
C 13.008 0.552 -27.419
O 13.046 1.605 -28.044
N 13.533 0.420 -26.180
N 12.372 -0.550 -27.924
H 13.378 -0.437 -25.680
H 13.825 1.241 -25.671
H 12.147 -1.311 -27.313
H 12.237 -0.557 -28.916
C 10.634 2.875 -25.753
O 11.175 3.171 -26.803
N 9.386 2.325 -25.668
N 11.189 3.111 -24.530
H 8.906 2.070 -26.510
H 9.004 2.075 -24.775
H 12.182 3.308 -24.538
H 10.754 2.817 -23.674
*
```

Summary:
HOMO energy (alpha / beta) = -11.13 / -11.22 eV
Expectation value of S² = 2.00
Electronic energy = -40997.3803 eV
Kohn-Sham gap (alpha / beta) = 0.3452 / 0.3164 Eh
Energy relative to the best compared isomer or geometry (same formula, charge and spin) = 0.0 kJ/mol
Strongest force on any atom = 1.927 eV Å⁻¹
LUMO (alpha / beta) = -1.734 / -2.609 eV

natural (NBO) atomic charge list, values in e, 6 entries:
1. Pd 1.4853
2. B -0.7475
3. H -0.0250
4. H -0.0018
5. H 0.0068
6. H -0.0440



# 7
An isolated molecule of C18H27N3O2 at a distorted geometry, computed with the ωB97M-V functional and the def2-TZVPD basis.

The geometry in ORCA input format:
```
! wB97M-V def2-TZVPD RIJCOSX def2/J DEFGRID3
* xyz 0 1
N -0.144 1.651 0.882
N 1.651 1.030 -0.344
O -5.799 -2.417 -1.357
O -3.374 -3.005 -0.427
C -0.549 1.514 -0.362
C 1.191 1.380 0.860
C -5.329 -0.092 -1.340
C -4.439 0.983 -1.101
C -2.704 -0.637 -0.470
C -4.917 -1.413 -1.110
C -3.628 -1.687 -0.659
C -3.066 0.721 -0.739
N 0.576 1.088 -1.164
C -2.049 1.841 -0.621
C 4.339 -2.040 4.992
C 2.112 0.381 -3.023
C 0.330 2.119 -3.384
C -0.330 -0.288 -3.006
C 2.030 1.388 2.088
C 3.414 -1.821 3.816
C 2.410 -0.079 2.343
C 3.302 -0.323 3.518
C 0.687 0.826 -2.624
H -6.534 -2.133 -1.907
H -4.196 -3.492 -0.617
H -6.368 0.154 -1.593
H -4.746 2.006 -1.229
H -1.706 -0.838 -0.080
H -2.369 2.490 0.213
H -2.110 2.441 -1.528
H 4.505 -3.146 5.077
H 3.871 -1.732 5.957
H 5.284 -1.550 4.840
H 2.411 -0.465 -2.452
H 2.839 1.218 -2.899
H 2.129 0.106 -4.089
H 0.811 2.982 -2.918
H -0.769 2.288 -3.446
H 0.704 2.060 -4.419
H -1.342 0.042 -2.784
H -0.126 -1.173 -2.415
H -0.307 -0.520 -4.101
H 1.448 1.793 2.914
H 2.978 1.962 1.968
H 2.444 -2.235 4.084
H 3.831 -2.376 2.940
H 2.895 -0.538 1.488
H 1.506 -0.678 2.528
H 4.301 0.073 3.288
H 2.900 0.142 4.410
*
```

Summary:
HOMO energy = -8.24 eV
Electronic energy = -27669.2603 eV
Kohn-Sham gap = 0.3228 Eh
Energy relative to the best compared isomer or geometry (same formula, charge and spin) = 262.6 kJ/mol
Strongest force on any atom = 2.766 eV Å⁻¹
LUMO = 0.547 eV
Structure (SMILES) = CCCCCc1nc(Cc2ccc(O)c(O)c2)n(C(C)(C)C)n1

natural (NBO) atomic charge list, values in e, 6 entries:
1. N -0.4921
2. N -0.2861
3. O -0.7012
4. O -0.6774
5. C 0.3595
6. C 0.3092



# 8
An isolated molecule of C5H6O, computed with the ωB97M-V functional and the def2-TZVPD basis.

The geometry in ORCA input format:
```
! wB97M-V def2-TZVPD RIJCOSX def2/J DEFGRID3
* xyz 0 1
C 1.126 1.609 0.416
C 0.668 0.518 -0.185
C 0.778 -0.914 0.187
C -0.436 -1.430 -0.006
C -1.307 -0.316 -0.551
O -0.372 0.609 -1.086
H -1.801 0.188 0.296
H 0.691 2.562 0.133
H 1.841 1.555 1.226
H 1.655 -1.388 0.611
H -0.799 -2.413 0.269
H -2.045 -0.580 -1.309
*
```

Summary:
HOMO energy = -8.68 eV
Electronic energy = -7327.8906 eV
Kohn-Sham gap = 0.3587 Eh
Energy relative to the best compared isomer or geometry (same formula, charge and spin) = 134.5 kJ/mol
Strongest force on any atom = 0.373 eV Å⁻¹
LUMO = 1.081 eV
Structure (SMILES) = C=C1C=CCO1

natural (NBO) atomic charge list, values in e, 6 entries:
1. C -0.4793
2. C 0.2676
3. C -0.2503
4. C -0.1906
5. C -0.1083
6. O -0.4968